[1]
{
  "formula": "C29H64Cl20O6S6",
  "method": "wB97M-V/def2-TZVPD",
  "species": ["C", "S", "O", "C", "H", "H", "H", "H", "H", "H", "C", "S", "O", "C", "H", "H", "H", "H", "H", "H", "C", "S", "O", "C", "H", "H", "H", "H", "H", "H", "C", "S", "O", "C", "H", "H", "H", "H", "H", "H", "C", "S", "O", "C", "H", "H", "H", "H", "H", "H", "C", "S", "O", "C", "H", "H", "H", "H", "H", "H", "C", "Cl", "Cl", "Cl", "Cl", "C", "Cl", "Cl", "Cl", "Cl", "C", "Cl", "Cl", "Cl", "Cl", "C", "Cl", "Cl", "Cl", "Cl", "C", "Cl", "Cl", "Cl", "Cl", "C", "C", "C", "C", "C", "C", "H", "H", "H", "H", "H", "H", "H", "H", "H", "H", "H", "H", "H", "H", "C", "C", "C", "C", "C", "C", "H", "H", "H", "H", "H", "H", "H", "H", "H", "H", "H", "H", "H", "H"],
  "coordinates": [[3.324, 0.162, -2.280], [2.040, 0.992, -3.302], [0.903, 1.228, -2.303], [2.784, 2.644, -3.634], [2.897, -0.698, -1.764], [3.778, 0.749, -1.482], [4.138, -0.221, -2.896], [3.775, 2.611, -4.084], [2.856, 3.207, -2.703], [2.148, 3.204, -4.319], [-2.633, 3.791, 2.940], [-1.365, 3.136, 1.816], [-1.502, 1.606, 2.116], [-2.305, 3.386, 0.190], [-3.172, 2.956, 3.388], [-3.262, 4.506, 2.410], [-2.164, 4.251, 3.810], [-1.861, 2.710, -0.540], [-2.129, 4.406, -0.152], [-3.386, 3.283, 0.281], [1.575, -2.215, -3.447], [1.982, -1.048, -4.822], [3.392, -0.594, -4.491], [2.388, -2.430, -6.055], [1.182, -1.547, -2.681], [2.507, -2.615, -3.048], [0.812, -2.872, -3.864], [3.144, -2.117, -6.775], [1.530, -2.766, -6.638], [2.836, -3.317, -5.608], [-2.242, 3.912, -3.244], [-0.622, 3.973, -2.339], [-1.038, 4.648, -1.043], [-0.590, 2.153, -1.855], [-2.353, 4.930, -3.617], [-3.054, 3.651, -2.565], [-2.185, 3.174, -4.044], [0.338, 1.973, -1.312], [-0.628, 1.536, -2.752], [-1.395, 1.864, -1.178], [0.992, 3.220, -0.724], [2.098, 3.889, 0.619], [1.242, 4.972, 1.348], [1.956, 2.374, 1.686], [0.776, 4.043, -1.406], [0.037, 2.817, -0.388], [1.578, 2.438, -1.207], [2.214, 1.538, 1.037], [0.951, 2.188, 2.067], [2.676, 2.536, 2.488], [4.458, 0.214, 0.241], [3.622, -1.466, 0.354], [4.680, -2.552, 0.451], [3.023, -1.119, 2.083], [3.763, 1.024, 0.466], [4.755, 0.249, -0.807], [5.305, 0.256, 0.925], [2.602, -2.029, 2.509], [2.267, -0.337, 2.007], [3.720, -0.641, 2.771], [0.754, -3.513, -1.019], [0.078, -3.882, 0.573], [1.283, -4.960, -1.956], [-0.428, -2.596, -1.994], [2.279, -2.508, -0.904], [-0.869, -3.951, 3.541], [0.697, -3.588, 4.424], [-1.025, -5.614, 3.126], [-2.232, -3.591, 4.563], [-0.810, -2.974, 2.007], [-0.953, -0.620, 6.542], [-1.800, 0.407, 5.242], [-0.641, 0.508, 7.928], [-2.024, -2.057, 6.877], [0.658, -1.144, 5.941], [-3.907, -0.218, 2.359], [-3.145, 0.234, 0.854], [-3.239, 0.735, 3.766], [-5.612, 0.204, 2.290], [-3.688, -1.933, 2.695], [2.929, -0.473, 4.879], [4.591, -0.266, 4.255], [2.082, -1.956, 4.289], [2.805, -0.487, 6.669], [2.050, 1.029, 4.329], [-2.774, -3.536, 0.582], [-2.918, -2.046, 0.079], [-2.830, -1.928, -1.470], [-2.644, -0.493, -1.921], [-2.434, -0.338, -3.469], [-3.451, -0.880, -4.434], [-1.713, -3.716, 0.757], [-3.125, -4.236, -0.176], [-3.270, -3.753, 1.528], [-3.889, -1.623, 0.336], [-2.193, -1.418, 0.597], [-3.706, -2.360, -1.953], [-2.004, -2.558, -1.798], [-3.537, 0.088, -1.685], [-1.787, -0.090, -1.382], [-2.251, 0.709, -3.713], [-1.435, -0.772, -3.511], [-4.295, -0.193, -4.499], [-2.999, -0.874, -5.425], [-3.784, -1.882, -4.165], [1.581, -0.232, -1.195], [0.024, -0.273, -0.999], [-0.539, 0.228, 0.327], [-0.210, -0.782, 1.439], [-0.599, -0.139, 2.779], [0.029, -0.732, 4.016], [1.661, -0.619, -2.211], [2.189, -0.810, -0.500], [2.024, 0.764, -1.189], [-0.394, 0.314, -1.817], [-0.443, -1.255, -1.066], [-1.622, 0.328, 0.392], [-0.034, 1.166, 0.558], [-0.719, -1.729, 1.265], [0.847, -1.036, 1.514], [-0.496, 0.940, 2.892], [-1.689, -0.174, 2.787], [-0.223, -1.774, 3.820], [1.105, -0.572, 4.094], [-0.444, -0.321, 4.907]],
  "largest_force_ev_per_a": 16.4,
  "total_energy_ev": -358780.2113,
  "relative_energy_kj_mol": 6719.1
}

***

[2]
{
  "formula": "C29H64ClN12O3P3",
  "method": "wB97M-V/def2-TZVPD",
  "species": ["H", "N", "C", "C", "C", "C", "C", "N", "C", "C", "Cl", "C", "C", "C", "C", "N", "H", "H", "H", "H", "H", "H", "H", "H", "H", "C", "N", "C", "P", "O", "N", "C", "C", "N", "C", "C", "H", "H", "H", "H", "H", "H", "H", "H", "H", "H", "H", "H", "H", "H", "H", "H", "H", "H", "C", "N", "C", "P", "O", "N", "C", "C", "N", "C", "C", "H", "H", "H", "H", "H", "H", "H", "H", "H", "H", "H", "H", "H", "H", "H", "H", "H", "H", "C", "N", "C", "P", "O", "N", "C", "C", "N", "C", "C", "H", "H", "H", "H", "H", "H", "H", "H", "H", "H", "H", "H", "H", "H", "H", "H", "H", "H"],
  "coordinates": [[2.208, -0.872, -0.088], [2.498, -1.572, 0.629], [2.447, -0.999, 1.823], [2.791, -1.804, 3.193], [1.987, 0.548, 2.051], [0.439, 0.455, 2.513], [0.063, 0.561, 4.022], [-1.246, 0.474, 4.584], [-2.188, 0.244, 3.519], [-3.710, 0.068, 3.940], [-4.259, 0.115, 5.706], [-4.850, -0.178, 2.895], [-4.507, -0.273, 1.365], [-3.022, -0.124, 0.957], [-1.865, 0.147, 2.007], [-0.529, 0.260, 1.482], [1.818, -2.306, 3.544], [3.041, -1.012, 3.997], [3.624, -2.573, 3.048], [2.012, 1.098, 1.041], [2.653, 1.092, 2.802], [0.933, 0.728, 4.766], [-5.948, -0.288, 3.207], [-5.275, -0.437, 0.539], [-2.723, -0.191, -0.157], [0.503, -6.593, -1.568], [1.670, -7.308, -2.074], [1.211, -8.276, -3.076], [3.074, -6.460, -2.603], [2.281, -5.581, -3.590], [3.536, -5.190, -1.565], [3.003, -4.941, -0.242], [3.879, -3.920, -2.199], [4.045, -7.493, -1.511], [5.210, -8.034, -2.221], [3.523, -8.510, -0.605], [-0.293, -7.296, -1.300], [0.096, -5.880, -2.291], [0.728, -6.065, -0.644], [2.054, -8.872, -3.443], [0.748, -7.782, -3.936], [0.493, -8.979, -2.642], [2.067, -4.375, -0.283], [3.713, -4.359, 0.355], [2.833, -5.859, 0.323], [2.983, -3.335, -2.437], [4.435, -4.086, -3.125], [4.523, -3.316, -1.552], [4.912, -8.811, -2.933], [5.946, -8.451, -1.528], [5.715, -7.239, -2.781], [3.132, -9.383, -1.140], [2.744, -8.119, 0.049], [4.318, -8.859, 0.063], [-7.686, 0.953, -3.538], [-8.652, 1.404, -2.543], [-9.467, 0.252, -2.144], [-8.157, 2.337, -1.180], [-7.098, 1.304, -0.745], [-7.049, 3.572, -1.569], [-6.701, 4.008, -2.904], [-5.887, 3.707, -0.694], [-9.408, 3.539, -1.615], [-10.200, 3.902, -0.434], [-10.285, 3.481, -2.780], [-8.181, 0.360, -4.315], [-6.885, 0.343, -3.108], [-7.241, 1.790, -4.072], [-10.242, 0.562, -1.434], [-8.864, -0.527, -1.666], [-9.984, -0.180, -3.007], [-5.927, 3.371, -3.348], [-6.314, 5.032, -2.885], [-7.560, 4.034, -3.576], [-5.102, 2.988, -0.954], [-6.167, 3.546, 0.350], [-5.464, 4.715, -0.750], [-10.873, 3.089, -0.146], [-10.791, 4.806, -0.608], [-9.540, 4.112, 0.415], [-11.031, 2.683, -2.700], [-9.729, 3.352, -3.708], [-10.823, 4.429, -2.890], [4.711, 4.405, 3.601], [5.886, 3.875, 2.918], [6.466, 2.824, 3.759], [5.815, 3.401, 1.262], [4.622, 2.451, 1.493], [4.972, 4.506, 0.275], [4.546, 5.833, 0.662], [4.008, 3.939, -0.665], [7.230, 4.449, 0.955], [8.244, 3.725, 0.179], [7.897, 5.299, 1.936], [4.944, 4.631, 4.648], [3.862, 3.714, 3.585], [4.396, 5.356, 3.177], [7.384, 2.435, 3.304], [5.776, 1.984, 3.894], [6.744, 3.216, 4.742], [3.593, 5.810, 1.203], [4.408, 6.465, -0.221], [5.284, 6.350, 1.277], [3.051, 3.721, -0.176], [4.390, 3.012, -1.100], [3.821, 4.622, -1.500], [8.749, 2.973, 0.795], [8.994, 4.403, -0.237], [7.777, 3.209, -0.667], [8.446, 4.719, 2.685], [7.200, 5.964, 2.446], [8.615, 5.957, 1.434]],
  "largest_force_ev_per_a": 7.4,
  "total_energy_ev": -95508.8776,
  "smiles": "[H]/N=C(/C)Cc1cnc2c(Cl)cccc2n1.CN(C)P(=O)(N(C)C)N(C)C.CN(C)P(=O)(N(C)C)N(C)C.CN(C)P(=O)(N(C)C)N(C)C"
}

***

[3]
{
  "formula": "C29H64N4O11S7",
  "method": "wB97M-V/def2-TZVPD",
  "species": ["C", "C", "C", "O", "O", "C", "C", "C", "C", "N", "C", "C", "N", "C", "C", "N", "N", "C", "C", "O", "C", "C", "O", "H", "H", "H", "H", "H", "H", "H", "H", "H", "H", "H", "H", "H", "H", "H", "H", "H", "H", "H", "H", "H", "H", "C", "S", "O", "C", "H", "H", "H", "H", "H", "H", "C", "S", "O", "C", "H", "H", "H", "H", "H", "H", "C", "S", "O", "C", "H", "H", "H", "H", "H", "H", "C", "S", "O", "C", "H", "H", "H", "H", "H", "H", "C", "S", "O", "C", "H", "H", "H", "H", "H", "H", "C", "S", "O", "C", "H", "H", "H", "H", "H", "H", "C", "S", "O", "C", "H", "H", "H", "H", "H", "H"],
  "coordinates": [[-3.972, -1.632, 3.779], [-3.474, -0.855, 2.576], [-2.132, -1.354, 2.112], [-1.447, -2.110, 2.740], [-1.727, -0.824, 0.900], [-1.010, 0.401, 1.116], [-1.750, 1.466, 0.322], [-1.190, 2.884, 0.390], [-1.835, 3.622, -0.717], [-2.386, 4.175, -1.588], [0.349, 2.954, 0.101], [0.705, 2.169, -1.055], [1.013, 1.427, -1.883], [1.224, 2.660, 1.334], [2.333, 1.640, 1.140], [2.732, 1.189, 2.485], [-1.401, 3.579, 1.666], [-1.608, 4.994, 1.613], [-0.361, 5.807, 1.431], [-2.690, 5.509, 1.764], [-2.293, 2.921, 2.606], [-3.787, 2.968, 2.485], [-1.762, 2.353, 3.530], [-3.212, -1.660, 4.550], [-4.199, -2.642, 3.518], [-4.839, -1.135, 4.192], [-3.301, 0.181, 2.858], [-4.176, -0.893, 1.759], [-0.899, 0.622, 2.169], [-0.019, 0.274, 0.704], [-2.804, 1.428, 0.540], [-1.675, 1.160, -0.711], [0.529, 3.980, -0.178], [0.638, 2.344, 2.186], [1.705, 3.580, 1.630], [2.009, 0.757, 0.612], [3.183, 2.116, 0.660], [3.637, 0.751, 2.465], [2.710, 1.943, 3.154], [-0.477, 6.746, 1.930], [0.448, 5.246, 1.874], [-0.146, 5.939, 0.380], [-4.140, 3.933, 2.815], [-4.149, 2.836, 1.477], [-4.187, 2.231, 3.156], [5.187, 6.305, 3.034], [3.910, 5.049, 3.144], [3.027, 5.226, 1.952], [3.051, 5.780, 4.544], [5.819, 6.063, 2.183], [4.728, 7.284, 2.886], [5.781, 6.291, 3.946], [2.736, 6.795, 4.296], [3.715, 5.786, 5.408], [2.180, 5.164, 4.758], [-0.021, -2.920, -2.190], [-1.379, -2.060, -2.989], [-2.537, -3.002, -3.033], [-0.645, -2.044, -4.626], [-0.285, -3.071, -1.144], [0.138, -3.883, -2.678], [0.878, -2.307, -2.252], [-0.440, -3.066, -4.953], [0.276, -1.462, -4.603], [-1.351, -1.575, -5.310], [1.096, -0.721, 6.745], [0.529, 0.568, 5.626], [1.608, 1.589, 5.556], [-0.740, 1.222, 6.717], [1.928, -1.234, 6.268], [1.428, -0.274, 7.683], [0.285, -1.427, 6.923], [-0.288, 1.540, 7.657], [-1.494, 0.455, 6.895], [-1.197, 2.073, 6.218], [-3.637, -4.753, -0.718], [-4.951, -4.092, 0.307], [-4.310, -3.455, 1.495], [-5.585, -5.681, 0.857], [-3.088, -3.915, -1.135], [-2.976, -5.372, -0.109], [-4.071, -5.334, -1.531], [-4.794, -6.237, 1.360], [-5.956, -6.238, -0.003], [-6.402, -5.495, 1.551], [-2.030, -6.414, -5.991], [-0.305, -6.607, -5.534], [0.341, -5.270, -5.671], [0.170, -7.579, -6.967], [-2.507, -5.791, -5.235], [-2.093, -5.932, -6.966], [-2.507, -7.394, -6.014], [-0.046, -7.013, -7.872], [-0.380, -8.520, -6.959], [1.238, -7.778, -6.896], [-1.290, -4.309, -11.337], [-0.776, -4.002, -9.642], [-1.110, -5.223, -8.860], [-2.047, -2.788, -9.274], [-0.645, -5.083, -11.747], [-2.326, -4.648, -11.351], [-1.179, -3.395, -11.919], [-3.032, -3.229, -9.426], [-1.913, -1.919, -9.918], [-1.933, -2.492, -8.233], [8.149, 1.876, 2.266], [8.042, 3.195, 3.482], [6.596, 3.430, 3.738], [8.606, 4.503, 2.382], [7.797, 0.961, 2.736], [7.519, 2.115, 1.409], [9.186, 1.752, 1.956], [7.949, 4.562, 1.514], [9.630, 4.298, 2.071], [8.575, 5.441, 2.933]],
  "largest_force_ev_per_a": 2.8,
  "total_energy_ev": -135434.1741
}

***

[4]
{
  "formula": "C29H65BFN8O8",
  "method": "wB97M-V/def2-TZVPD",
  "species": ["C", "C", "C", "C", "C", "C", "C", "C", "B", "C", "N", "C", "O", "N", "C", "O", "F", "H", "H", "H", "H", "H", "H", "H", "H", "H", "H", "H", "H", "H", "H", "H", "H", "H", "H", "H", "H", "H", "H", "H", "C", "C", "O", "N", "C", "H", "H", "H", "H", "H", "H", "H", "C", "C", "O", "N", "C", "H", "H", "H", "H", "H", "H", "H", "C", "C", "O", "N", "C", "H", "H", "H", "H", "H", "H", "H", "C", "C", "O", "N", "C", "H", "H", "H", "H", "H", "H", "H", "C", "C", "O", "N", "C", "H", "H", "H", "H", "H", "H", "H", "C", "C", "O", "N", "C", "H", "H", "H", "H", "H", "H", "H"],
  "coordinates": [[-0.889, 0.915, 1.694], [-2.333, 0.367, 1.237], [-3.187, 1.395, 0.344], [-2.667, 1.559, -1.171], [-2.749, 0.175, -2.026], [-1.722, 0.245, -3.278], [-1.933, -1.090, -4.170], [-1.060, -2.358, -3.651], [0.178, -2.786, -4.646], [1.490, -1.800, -4.598], [1.183, -0.328, -4.614], [0.728, -4.293, -4.183], [1.856, -4.642, -4.684], [0.014, -5.183, -3.218], [0.756, -6.419, -2.944], [1.005, -7.310, -3.798], [1.246, -6.711, -1.606], [-0.326, 1.489, 0.880], [-1.005, 1.592, 2.613], [-0.280, -0.011, 2.030], [-2.254, -0.692, 0.773], [-2.939, 0.214, 2.215], [-4.286, 1.045, 0.310], [-3.200, 2.426, 0.878], [-1.643, 2.074, -1.267], [-3.425, 2.279, -1.694], [-2.555, -0.745, -1.374], [-3.807, 0.135, -2.483], [-0.672, 0.334, -2.826], [-1.987, 1.146, -3.947], [-3.051, -1.372, -4.061], [-1.777, -0.864, -5.289], [-0.758, -2.228, -2.540], [-1.801, -3.255, -3.656], [-0.281, -2.936, -5.743], [2.121, -2.089, -3.675], [2.095, -2.016, -5.569], [2.085, 0.185, -4.531], [0.855, -0.109, -5.571], [-0.054, -4.684, -2.306], [0.636, 3.373, 4.465], [0.165, 4.123, 3.250], [-0.845, 3.803, 2.634], [0.905, 5.190, 2.839], [2.117, 5.714, 3.431], [-0.049, 2.551, 4.673], [1.628, 2.958, 4.287], [0.652, 4.037, 5.332], [0.532, 5.646, 2.018], [1.938, 6.754, 3.715], [2.906, 5.680, 2.678], [2.427, 5.149, 4.304], [6.229, 4.530, 2.606], [5.704, 4.565, 4.016], [4.512, 4.705, 4.262], [6.599, 4.434, 5.034], [8.033, 4.261, 4.949], [5.400, 4.645, 1.907], [6.932, 5.351, 2.448], [6.715, 3.572, 2.411], [6.172, 4.467, 5.950], [8.295, 3.322, 5.442], [8.510, 5.088, 5.479], [8.386, 4.239, 3.920], [-5.450, -0.205, 4.361], [-5.738, 0.492, 3.059], [-5.334, 0.062, 1.989], [-6.474, 1.638, 3.097], [-7.037, 2.302, 4.252], [-4.856, -1.099, 4.169], [-4.880, 0.453, 5.021], [-6.384, -0.507, 4.840], [-6.625, 2.048, 2.186], [-8.120, 2.362, 4.120], [-6.627, 3.314, 4.300], [-6.814, 1.778, 5.179], [3.120, -0.955, 5.166], [3.135, 0.523, 5.445], [2.113, 1.151, 5.686], [4.336, 1.166, 5.423], [5.645, 0.609, 5.161], [2.095, -1.323, 5.218], [3.507, -1.151, 4.164], [3.716, -1.484, 5.913], [4.266, 2.156, 5.619], [6.277, 0.794, 6.032], [6.069, 1.123, 4.295], [5.606, -0.460, 4.963], [0.020, -12.622, -3.896], [-0.431, -11.888, -5.130], [-1.432, -12.221, -5.756], [0.309, -10.826, -5.544], [1.511, -10.283, -4.945], [-0.669, -13.443, -3.691], [1.018, -13.038, -4.052], [0.020, -11.948, -3.038], [-0.055, -10.383, -6.376], [1.322, -9.241, -4.680], [2.311, -10.324, -5.688], [1.814, -10.833, -4.056], [-3.445, 5.237, -2.895], [-3.743, 4.183, -3.926], [-4.315, 3.141, -3.642], [-3.354, 4.417, -5.211], [-2.671, 5.575, -5.742], [-3.814, 4.908, -1.923], [-2.367, 5.394, -2.820], [-3.947, 6.171, -3.158], [-3.588, 3.664, -5.844], [-3.298, 6.016, -6.521], [-1.729, 5.245, -6.186], [-2.468, 6.322, -4.976]],
  "largest_force_ev_per_a": 5.9,
  "total_energy_ev": -62822.7619,
  "total_charge": -1
}